# 1
{
  "formula": "C40H32Br2IrN3O3P",
  "method": "ωB97M-V/def2-TZVPD",
  "charge": 1,
  "lumo_energy_ev": -3.42,
  "homo_ha": -0.36073,
  "orbital_gap_ha": 0.2352,
  "largest_force_ev_per_a": 1.9,
  "elements": ["Ir", "C", "C", "C", "C", "C", "C", "Br", "C", "C", "Br", "C", "O", "C", "N", "H", "H", "H", "H", "H", "H", "O", "C", "C", "C", "C", "N", "C", "C", "C", "C", "C", "C", "O", "C", "C", "N", "H", "H", "H", "H", "H", "H", "H", "H", "H", "H", "H", "H", "C", "C", "C", "C", "C", "C", "P", "C", "C", "C", "C", "C", "C", "C", "C", "C", "C", "C", "C", "H", "H", "H", "H", "H", "H", "H", "H", "H", "H", "H", "H", "H", "H"],
  "xyz": [[0.64259, -0.49920, 0.23085], [3.15153, -0.62746, -2.15761], [3.61244, -0.58226, -0.73875], [5.00158, -0.52734, -0.48652], [5.48729, -0.49213, 0.77801], [4.59552, -0.52107, 1.86718], [4.98202, -0.50903, 3.22376], [6.81008, -0.40454, 3.69720], [4.04285, -0.57167, 4.20968], [2.67847, -0.61456, 3.88673], [1.40186, -0.72889, 5.26343], [2.23890, -0.56766, 2.57949], [0.98628, -0.52113, 2.23244], [3.21819, -0.56626, 1.56457], [2.74225, -0.59694, 0.26100], [4.00110, -0.75087, -2.82491], [2.64055, 0.29452, -2.42607], [2.46358, -1.45396, -2.30572], [5.67938, -0.51275, -1.32865], [6.55308, -0.44573, 0.95709], [4.34599, -0.58137, 5.24768], [0.84449, 1.62656, -6.21075], [0.23758, 0.36982, -5.98946], [0.15687, 0.13332, -4.50796], [0.01159, -1.14227, -3.99170], [0.05492, -1.32083, -2.62295], [0.21185, -0.30883, -1.76830], [0.27039, 0.94963, -2.25253], [0.25835, 1.19038, -3.61050], [0.40480, 2.04576, -1.24386], [0.36724, 3.38442, -1.55664], [0.47003, 4.33537, -0.53868], [0.42345, 5.80445, -0.88574], [1.25396, 6.11886, -1.98813], [0.61925, 3.89314, 0.76068], [0.64269, 2.52690, 1.00713], [0.54157, 1.63722, 0.02862], [0.96566, 1.75858, -7.15569], [0.81058, -0.44056, -6.44809], [-0.77465, 0.34196, -6.40860], [-0.10986, -2.00030, -4.64082], [-0.01752, -2.30446, -2.17641], [0.37962, 2.19343, -3.99210], [0.25980, 3.71659, -2.58047], [0.66748, 6.40586, -0.00712], [-0.58869, 6.06291, -1.19847], [2.17651, 6.05044, -1.72131], [0.71678, 4.59145, 1.58195], [0.74483, 2.12393, 2.00878], [-6.44123, -1.83639, -0.45404], [-5.48389, -1.94253, -1.45509], [-4.15693, -1.66203, -1.17083], [-3.78225, -1.28003, 0.11753], [-4.74077, -1.17256, 1.11771], [-6.06819, -1.46097, 0.82850], [-2.03639, -0.89959, 0.44051], [-2.08124, 0.06783, 1.98536], [-1.87858, -0.47712, 3.24784], [-1.95567, 0.33586, 4.37113], [-2.22279, 1.69047, 4.24000], [-2.42904, 2.23983, 2.97982], [-2.35893, 1.42992, 1.85662], [-1.26273, -2.49751, 0.77223], [-1.89175, -3.69738, 1.10794], [-1.12219, -4.83736, 1.26920], [0.25558, -4.78046, 1.06725], [0.87724, -3.58499, 0.72336], [0.11504, -2.43096, 0.54853], [-7.48110, -2.03781, -0.67641], [-5.77623, -2.23341, -2.45569], [-3.40642, -1.73903, -1.94984], [-4.45556, -0.87588, 2.11891], [-6.81445, -1.38685, 1.60889], [-1.66276, -1.53361, 3.35211], [-1.81472, -0.09345, 5.35398], [-2.27488, 2.32182, 5.11792], [-2.64754, 3.29600, 2.87505], [-2.52380, 1.85562, 0.87039], [-2.96455, -3.72623, 1.26392], [-1.58910, -5.76884, 1.56109], [0.85027, -5.67971, 1.17715], [1.95047, -3.56613, 0.56718]],
  "atomic_forces_ev_per_a": [[-1.41, -0.10, -0.23], [0.03, -0.04, 0.03], [-0.05, -0.06, 0.07], [-0.07, 0.00, -0.17], [0.17, 0.00, 0.13], [-0.10, -0.02, -0.08], [0.14, 0.01, -0.04], [0.00, -0.02, -0.01], [-0.20, -0.02, 0.10], [0.12, 0.00, 0.27], [0.04, 0.04, 0.01], [-0.19, -0.04, -0.18], [-0.59, 0.21, 0.12], [0.41, 0.03, -0.32], [-0.28, 0.10, 0.29], [0.00, -0.01, 0.02], [0.03, 0.04, -0.07], [0.05, -0.08, -0.03], [-0.06, -0.01, -0.03], [-0.02, -0.01, 0.02], [-0.05, -0.01, -0.01], [-0.01, -0.04, 0.02], [-0.06, 0.09, -0.02], [0.11, 0.23, 0.01], [-0.12, -0.11, 0.11], [-0.25, -0.18, -0.03], [0.40, 0.22, -0.17], [-0.02, 0.22, 0.21], [0.00, 0.09, -0.26], [-0.10, -0.28, -0.18], [-0.08, 0.27, -0.12], [0.04, -0.01, -0.22], [0.09, -0.01, -0.10], [-0.06, -0.06, 0.00], [-0.10, -0.14, 0.12], [0.02, 0.08, 0.14], [0.74, -0.06, -0.13], [-0.03, 0.02, 0.00], [0.02, -0.03, 0.01], [-0.03, -0.03, -0.01], [0.06, -0.01, 0.04], [0.05, 0.00, 0.02], [-0.03, -0.03, -0.01], [0.00, 0.03, 0.04], [0.00, 0.00, 0.02], [-0.03, 0.03, 0.04], [0.01, 0.03, 0.02], [-0.01, -0.03, 0.00], [0.02, -0.03, -0.03], [0.02, 0.02, 0.01], [0.01, -0.02, 0.02], [-0.04, -0.02, 0.03], [0.04, 0.39, -0.70], [-0.02, -0.05, 0.06], [0.00, -0.04, 0.00], [1.34, -0.06, 1.41], [-0.39, -0.14, 0.03], [-0.09, 0.00, 0.00], [0.00, -0.01, -0.02], [-0.02, 0.03, -0.02], [0.02, -0.01, -0.02], [0.05, -0.02, 0.03], [-0.32, -0.36, -0.12], [0.06, 0.13, 0.20], [0.02, -0.03, 0.01], [0.00, 0.06, 0.02], [-0.18, -0.08, -0.16], [0.86, -0.10, -0.15], [0.02, -0.02, 0.01], [0.02, 0.00, 0.01], [-0.02, 0.01, -0.01], [-0.02, 0.05, -0.02], [0.02, 0.01, 0.00], [0.04, 0.02, 0.01], [0.04, 0.00, 0.00], [-0.01, -0.03, 0.00], [0.00, -0.03, 0.00], [0.00, 0.01, 0.02], [0.00, -0.03, -0.05], [0.00, -0.01, -0.06], [-0.02, 0.02, 0.05], [0.00, 0.02, 0.03]],
  "mulliken_charge": [1.55, -1.21, 1.14, -1.02, -1.17, 1.09, 0.00, -0.22, -0.28, 0.10, -0.14, -0.37, -0.64, -0.43, 0.15, 0.55, 0.13, 0.16, 0.48, 0.38, 0.46, -0.51, -0.68, -0.13, -0.98, -0.70, 0.98, -0.28, -0.09, 0.89, -0.39, 0.43, -0.80, -0.50, -1.15, -0.72, 0.20, 0.32, 0.39, 0.31, 0.50, 0.53, 0.67, 0.55, 0.38, 0.29, 0.32, 0.45, 0.52, -0.56, -0.72, -0.21, 0.12, -0.33, -0.79, 0.61, 0.50, -0.12, -0.77, -0.67, -0.69, -0.52, 0.70, -0.49, -0.71, -0.85, -0.68, -0.45, 0.40, 0.42, 0.40, 0.38, 0.43, 0.38, 0.60, 0.42, 0.47, 0.40, 0.49, 0.42, 0.43, 0.47]
}

***

# 2
{
  "formula": "C40H32Cl2N6O5SSe2W",
  "method": "ωB97M-V/def2-TZVPD",
  "lumo_energy_ev": [-1.17, -1.96],
  "homo_ha": [-0.28415, -0.30184],
  "orbital_gap_ha": [0.2410, 0.2298],
  "spin_multiplicity": 3,
  "largest_force_ev_per_a": 0.9,
  "elements": ["W", "O", "C", "O", "C", "C", "C", "N", "C", "C", "C", "C", "C", "C", "C", "N", "C", "C", "C", "C", "C", "N", "H", "H", "H", "H", "H", "H", "H", "H", "H", "H", "Cl", "C", "C", "C", "Cl", "C", "C", "C", "C", "N", "C", "C", "O", "H", "H", "H", "H", "O", "C", "C", "C", "O", "C", "Se", "C", "Se", "H", "H", "H", "H", "H", "H", "H", "H", "H", "H", "S", "C", "C", "C", "N", "C", "C", "C", "C", "C", "N", "C", "C", "H", "H", "H", "H", "H", "H", "H", "H"],
  "xyz": [[-0.43170, 0.39519, -0.51056], [1.88303, 5.34904, 3.93123], [1.01459, 5.57150, 3.07588], [0.36857, 6.57880, 2.76048], [0.66648, 4.31896, 2.21305], [-0.32993, 4.37664, 1.25255], [-0.63854, 3.24153, 0.52475], [0.02235, 2.08741, 0.72536], [0.89181, 1.99040, 1.74930], [1.26455, 3.09609, 2.48491], [1.15722, 0.60301, 2.12596], [1.98205, 0.20973, 3.17116], [1.99794, -1.12062, 3.54155], [1.17432, -2.02287, 2.88144], [0.39755, -1.56710, 1.83819], [0.40871, -0.28766, 1.44900], [-1.80191, 3.10073, -0.35094], [-2.64676, 4.14638, -0.68526], [-3.79459, 3.87787, -1.40655], [-4.08024, 2.57058, -1.76759], [-3.18642, 1.57833, -1.42551], [-2.06569, 1.83435, -0.74038], [-0.85085, 5.31821, 1.14015], [1.95500, 3.06168, 3.31801], [2.58121, 0.94295, 3.69127], [2.63056, -1.44997, 4.35561], [1.13782, -3.06552, 3.16489], [-0.25633, -2.22009, 1.27485], [-2.40726, 5.15368, -0.37875], [-4.46439, 4.68263, -1.67823], [-4.97222, 2.31648, -2.32114], [-3.34111, 0.54771, -1.71377], [-3.56303, -3.23989, -0.72080], [-3.80727, -2.13342, 0.58751], [-4.91891, -2.31608, 1.42192], [-5.12910, -1.47381, 2.47406], [-6.50452, -1.72557, 3.50010], [-4.23761, -0.40566, 2.73272], [-4.37278, 0.48952, 3.81653], [-3.45289, 1.48180, 3.99316], [-2.40122, 1.59795, 3.06617], [-2.24916, 0.79609, 2.04364], [-3.12950, -0.21801, 1.86739], [-2.89215, -1.11244, 0.77346], [-1.84294, -1.02060, -0.02148], [-5.59787, -3.13292, 1.22364], [-5.20534, 0.37167, 4.49599], [-3.52484, 2.17745, 4.81742], [-1.67181, 2.39783, 3.17079], [2.90919, 0.85627, -4.31623], [1.88667, 1.04219, -5.27609], [0.45267, 0.83128, -4.74871], [-0.45823, 0.79826, -5.98786], [-1.84171, 0.72806, -5.69886], [0.00321, 2.00075, -3.87810], [0.81970, 2.14172, -2.09694], [0.40757, -0.50788, -4.00698], [-1.07746, -0.77882, -2.75244], [2.69972, 1.40843, -3.54768], [2.09081, 0.32000, -6.07083], [1.94709, 2.04432, -5.72006], [-0.15057, -0.04270, -6.62355], [-0.32104, 1.71568, -6.56667], [-1.98493, 0.07358, -5.00145], [-1.07451, 1.95982, -3.73730], [0.23626, 2.94378, -4.37594], [1.33866, -0.65072, -3.46390], [0.32634, -1.32423, -4.72850], [5.15934, -3.48381, -0.33270], [3.72115, -2.47175, -0.59876], [2.47466, -3.02084, -0.87286], [1.38504, -2.18457, -0.98250], [1.48074, -0.85521, -0.84372], [2.69032, -0.32319, -0.64930], [3.83155, -1.09052, -0.52486], [4.46984, -4.53687, 0.93896], [4.51550, -4.13321, 2.26590], [3.93142, -4.94998, 3.22282], [3.32640, -6.10029, 2.93849], [3.31006, -6.48658, 1.66690], [3.87080, -5.74807, 0.63196], [2.34118, -4.08711, -0.97994], [0.39169, -2.56543, -1.18845], [2.73407, 0.75629, -0.57816], [4.78366, -0.61515, -0.33557], [4.99390, -3.20417, 2.54587], [3.95451, -4.66528, 4.26939], [2.82315, -7.43225, 1.45774], [3.83670, -6.11175, -0.38622]],
  "atomic_forces_ev_per_a": [[0.43, -0.12, -0.73], [0.01, 0.02, 0.09], [0.07, -0.09, -0.17], [-0.05, 0.06, 0.06], [0.03, 0.09, 0.11], [0.01, -0.06, -0.11], [0.12, 0.03, 0.17], [-0.21, 0.02, 0.20], [-0.03, 0.17, -0.05], [-0.01, -0.01, -0.02], [-0.03, -0.20, 0.02], [-0.01, 0.03, -0.01], [0.03, -0.01, 0.04], [0.01, -0.04, 0.02], [-0.02, 0.01, -0.07], [-0.03, 0.04, 0.02], [-0.20, -0.04, -0.15], [0.05, 0.00, 0.05], [-0.04, 0.01, -0.03], [-0.04, 0.02, -0.01], [0.05, -0.08, 0.03], [0.03, -0.05, -0.04], [0.00, 0.00, -0.01], [0.00, -0.02, 0.00], [0.00, 0.01, -0.01], [0.00, 0.00, -0.01], [-0.01, 0.00, -0.01], [0.01, -0.01, 0.01], [0.02, 0.00, 0.01], [0.00, 0.00, 0.00], [0.00, 0.00, 0.00], [-0.01, 0.01, 0.00], [-0.01, -0.01, 0.00], [0.13, 0.04, -0.07], [-0.04, 0.06, 0.12], [0.03, -0.07, -0.12], [-0.05, -0.01, 0.04], [0.07, 0.00, -0.06], [0.02, 0.05, 0.03], [-0.11, -0.03, 0.05], [0.03, 0.07, -0.15], [0.06, -0.05, 0.11], [-0.10, 0.03, 0.12], [-0.05, -0.11, -0.10], [0.20, 0.23, 0.15], [-0.01, 0.00, 0.01], [0.00, 0.01, 0.01], [0.00, 0.00, 0.00], [0.01, 0.00, 0.02], [0.05, 0.04, 0.00], [-0.06, 0.01, -0.04], [0.01, 0.01, -0.01], [0.03, 0.00, 0.03], [-0.04, 0.00, -0.02], [0.04, -0.03, 0.07], [-0.10, -0.11, 0.11], [-0.03, -0.03, 0.00], [0.05, 0.12, 0.18], [-0.01, -0.03, 0.00], [-0.01, -0.01, 0.01], [0.01, 0.00, -0.01], [-0.01, -0.01, 0.01], [0.01, -0.01, -0.01], [0.01, 0.01, 0.00], [0.00, 0.01, 0.05], [0.02, 0.00, 0.02], [-0.04, 0.02, 0.07], [0.01, 0.01, 0.00], [-0.06, -0.05, 0.01], [0.06, -0.01, 0.03], [-0.01, 0.01, 0.01], [0.00, 0.00, -0.03], [-0.33, 0.00, 0.06], [-0.03, 0.05, -0.05], [0.04, -0.02, 0.01], [0.00, 0.05, -0.06], [-0.01, 0.02, 0.01], [0.02, 0.01, -0.02], [-0.01, -0.02, 0.03], [0.01, 0.02, -0.02], [0.02, -0.04, 0.00], [-0.01, -0.02, 0.00], [0.01, -0.01, 0.00], [0.01, -0.01, 0.01], [0.00, 0.00, 0.00], [0.00, 0.00, -0.01], [-0.01, 0.00, 0.00], [0.00, 0.00, 0.00], [0.01, 0.01, 0.00]],
  "lowdin_spin": [1.57, 0.00, 0.00, 0.00, 0.02, 0.00, 0.02, 0.01, 0.02, 0.00, 0.01, 0.00, 0.01, 0.00, 0.01, 0.01, 0.01, 0.00, 0.02, 0.00, 0.02, 0.01, 0.00, 0.00, 0.00, 0.00, 0.00, 0.00, 0.00, 0.00, 0.00, 0.00, 0.00, 0.02, 0.00, 0.02, 0.00, 0.00, 0.00, 0.00, 0.01, 0.03, 0.01, 0.00, 0.08, 0.00, 0.00, 0.00, 0.00, 0.00, 0.00, 0.00, 0.00, 0.00, 0.00, 0.01, 0.00, 0.01, 0.00, 0.00, 0.00, 0.00, 0.00, 0.00, 0.00, 0.00, 0.00, 0.00, 0.00, 0.01, 0.00, 0.01, 0.01, 0.01, 0.00, 0.00, 0.00, 0.00, 0.00, 0.00, 0.00, 0.00, 0.00, 0.00, 0.00, 0.00, 0.00, 0.00, 0.00]
}